(1)
{"formula": "C10H12N2NdO5", "method": "ωB97M-V with the def2-TZVPD basis set", "species": ["Nd", "O", "O", "O", "O", "O", "N", "N", "C", "C", "C", "C", "C", "C", "C", "C", "C", "C", "H", "H", "H", "H", "H", "H", "H", "H", "H", "H", "H", "H"], "xyz": [[0.21062, 0.28288, -2.83999], [0.23856, 3.33890, -5.05078], [0.20844, -2.28005, -5.59853], [-2.58477, -2.02653, -2.40339], [0.21115, 0.52459, -0.74178], [2.87569, -2.15048, -2.23033], [0.09133, 1.39953, 1.33702], [-0.24071, -0.88033, 1.02754], [0.34029, 2.71994, 0.79236], [-1.74462, -1.27709, -2.66995], [2.07009, -1.39131, -2.55518], [0.06628, -0.12490, 3.25308], [0.02269, 0.33327, 0.53392], [0.21214, -1.44271, -4.80992], [0.23120, 2.37341, -4.40803], [-0.80433, -0.97411, 2.36782], [-0.00971, 1.31203, 2.79189], [-0.19610, -2.10583, 0.22779], [1.11329, -0.47489, 3.19500], [-0.95239, 1.79484, 3.10669], [-0.82275, -2.01984, 2.68669], [0.39824, -2.86541, 0.76744], [0.40363, 2.70404, -0.29565], [-0.46983, 3.39151, 1.09788], [1.27776, 3.12318, 1.19623], [0.81712, 1.89033, 3.22943], [-1.21034, -2.48814, 0.03915], [-1.82891, -0.57015, 2.37338], [-0.24072, -0.19075, 4.30240], [0.31663, -1.92596, -0.72217]], "forces_ev_per_a": [[0.1791, 1.5982, 1.3635], [-0.0368, -4.9269, 3.2257], [0.0181, 3.4858, 3.2175], [3.9339, 3.5461, -1.4026], [0.1316, -0.6856, -2.1848], [-3.5675, 3.3530, -1.5598], [0.0722, -0.9183, -1.3272], [-0.2032, -0.0660, -1.4699], [0.0336, 0.8568, 0.1067], [-5.1995, -4.3564, 1.6301], [4.7491, -4.1363, 1.8215], [0.6276, -0.0287, 0.6756], [-0.1453, 0.5258, 2.6989], [-0.0038, -4.1406, -4.0590], [0.0505, 5.7905, -3.7891], [-0.2082, 0.0950, 0.6989], [-0.1308, 0.2799, 0.8354], [0.0227, -0.0616, 0.3264], [-0.4321, 0.0408, 0.0861], [0.3312, -0.1691, -0.1825], [0.0171, 0.1869, -0.1790], [-0.3585, 0.2834, -0.2517], [-0.0417, 0.0682, 0.3068], [0.1284, -0.0847, -0.0895], [-0.1831, -0.1537, -0.0937], [-0.2402, -0.0837, -0.2179], [0.3220, 0.0147, 0.1110], [0.1439, -0.3200, -0.1190], [0.0318, 0.0303, -0.2261], [-0.0420, -0.0238, 0.0477]], "orbital_gap_ha": [0.2018, 0.2075], "charge": 3, "lumo_energy_ev": [-13.4085, -13.2614], "multiplicity": 4}

=====

(2)
{"formula": "C10H12N2O3", "method": "ωB97M-V with the def2-TZVPD basis set", "species": ["O", "O", "O", "N", "N", "C", "C", "C", "C", "C", "C", "C", "C", "C", "C", "H", "H", "H", "H", "H", "H", "H", "H", "H", "H", "H", "H"], "xyz": [[1.80705, -0.99610, -1.09636], [2.90122, 1.02849, -1.18249], [-1.32185, 0.00008, -0.69484], [0.32787, 1.42471, 2.35967], [1.44437, 0.53276, 0.57395], [-2.22736, 0.68577, 1.42723], [0.17723, 0.89140, 1.09011], [1.94495, 0.16149, -0.67372], [-2.00151, 1.23342, 2.64888], [-3.09781, -1.19020, -1.79761], [1.20102, -2.00143, -0.50804], [-2.20705, -1.08550, -0.84626], [-0.74677, 1.64626, 3.10369], [-1.11004, 0.45112, 0.56942], [3.66254, 0.39458, -2.15112], [3.89184, -0.57912, -1.69830], [2.15042, 1.08730, 0.98761], [-2.09993, -1.91234, -0.14862], [4.53967, 1.06717, -2.10603], [0.63266, -2.64847, -1.25184], [-3.22567, -0.32490, -2.54116], [-3.16540, 0.49874, 0.95077], [-0.57748, 1.82881, 4.20717], [-3.74755, -2.06707, -1.84579], [3.18673, 0.20872, -3.09293], [0.66243, -1.83806, 0.54687], [-3.00157, 1.50240, 3.16974]], "forces_ev_per_a": [[0.4391, 0.6020, -1.8986], [-3.0730, -0.9482, 1.3024], [-0.0671, -0.9392, -0.7477], [-0.4586, -0.4399, -1.8285], [0.3654, 0.4165, -1.0709], [2.7433, -0.1871, -2.2224], [-1.0455, -1.3277, 0.8642], [-0.8146, 2.7660, 1.4173], [-3.2531, 1.5429, 1.6928], [-0.7367, 1.8505, -1.7907], [-3.0944, -3.1878, 2.3500], [0.8122, 0.0484, 0.9243], [0.0583, -1.5714, 0.7242], [0.5607, 1.3448, 2.2566], [2.4052, -0.3212, 1.1314], [0.6628, 0.0307, -0.6868], [0.5386, 0.7672, 0.9975], [0.3883, 0.3579, 0.3016], [-0.0857, -0.8061, -1.1546], [1.0998, 0.8884, 1.0790], [0.0764, -1.5606, 1.1086], [-0.7316, -0.1553, 0.3973], [-0.1985, 0.4944, -1.5664], [0.3769, 0.3594, -0.1043], [-0.2886, 0.4286, -0.6297], [1.1896, 0.0616, -2.6672], [2.1309, -0.5144, -0.1794]], "e_above_lowest_kj_mol": 506.71, "orbital_gap_ha": [0.2633, 0.2560], "charge": 0, "lumo_energy_ev": [0.7403, 0.7132]}

=====

(3)
{"formula": "C10H12N2O4STl", "method": "ωB97M-V with the def2-TZVPD basis set", "species": ["Tl", "S", "O", "O", "O", "O", "N", "N", "C", "C", "C", "C", "C", "C", "C", "C", "C", "C", "H", "H", "H", "H", "H", "H", "H", "H", "H", "H", "H", "H"], "xyz": [[-1.11264, 0.95245, -2.37702], [0.09496, 1.62039, 0.35558], [-0.97277, -2.82764, -3.70906], [-3.43321, -1.34086, 0.21322], [0.83539, -3.04283, -0.23643], [2.95897, -0.10253, -2.85810], [1.92659, 0.14000, 1.66299], [-0.24099, -0.13537, 2.37409], [1.53067, -1.04513, 3.77725], [0.62042, 0.45861, 1.51470], [2.52446, -0.75452, 2.66598], [0.11683, -1.25676, 3.24738], [-2.16547, 3.57543, -3.45091], [-2.49365, 2.76010, -4.47269], [-2.60920, -0.80217, -0.36677], [1.88605, 0.07881, -2.51368], [-0.85770, -1.88431, -3.06658], [0.38913, -2.10719, -0.73179], [-0.62547, -1.29365, 4.05323], [0.07164, -2.21707, 2.70961], [-1.21197, 4.12166, -3.42973], [-2.86985, 3.79400, -2.63615], [3.47329, -0.31157, 3.01582], [-1.21909, 0.02368, 2.15650], [2.53761, 0.55513, 0.97083], [2.77089, -1.69642, 2.16126], [-1.81788, 2.59873, -5.32389], [1.52409, -0.20584, 4.47447], [1.84568, -1.92828, 4.35077], [-3.47677, 2.27314, -4.53088]], "forces_ev_per_a": [[0.3573, 0.0285, 0.6184], [-0.1477, 0.4080, -0.4843], [0.5150, 2.9952, 2.3355], [2.3665, 1.4423, -1.5312], [-1.3389, 2.7961, -1.5055], [-2.8437, 0.4258, 1.0224], [-0.9166, 1.0425, -1.3275], [-0.3138, 0.5671, -1.9510], [0.0764, 0.2421, 0.6379], [1.0376, -2.5715, 2.3379], [-0.1924, -0.4051, 0.1173], [0.3786, -0.0689, 0.3644], [0.6264, 0.7640, 1.6142], [-0.2475, -1.5239, -1.1602], [-2.6082, -1.4707, 1.4367], [2.8515, -0.3325, -1.2531], [-0.8648, -2.5206, -2.8392], [1.5514, -2.8606, 1.9646], [0.2124, 0.0303, -0.1642], [-0.1771, 0.3029, -0.1751], [-0.3926, -0.1754, -0.1234], [0.1902, -0.0611, -0.3990], [-0.4723, -0.0760, -0.1063], [0.0134, 0.1003, 0.4572], [0.2429, 0.0749, 0.1578], [0.1219, 0.1367, -0.1847], [-0.2638, 0.1720, 0.3042], [-0.0438, -0.0112, 0.0746], [-0.0484, 0.2666, -0.2612], [0.3300, 0.2823, 0.0228]], "orbital_gap_ha": [0.1595, 0.1575], "charge": 3, "lumo_energy_ev": [-16.0109, -16.0372]}

=====

(4)
{"formula": "C10H12N3", "method": "ωB97M-V with the def2-TZVPD basis set", "species": ["N", "N", "N", "C", "C", "C", "C", "C", "C", "C", "C", "C", "C", "H", "H", "H", "H", "H", "H", "H", "H", "H", "H", "H", "H"], "xyz": [[-2.41864, 1.38644, -0.32429], [-2.80927, -0.83085, 0.27144], [0.84622, -0.57134, -0.21751], [-0.38164, 2.53588, -0.88254], [1.83195, -0.87911, 2.29032], [-0.69011, -2.24940, 0.12843], [0.59418, -1.99558, -0.24754], [-1.46157, -1.00289, 0.04136], [-0.52911, -0.00703, -0.27702], [1.33679, -0.08285, 1.36712], [-1.13828, 1.26599, -0.42511], [1.75821, -0.05364, -1.23157], [-3.23994, 0.38532, 0.02816], [2.61822, -0.58767, -1.16560], [-4.32528, 0.51329, 0.02345], [1.30487, -0.08257, -2.18950], [-0.94202, 3.35841, -0.43545], [1.97697, 0.96197, -0.98845], [1.78304, -1.94048, 2.30893], [-1.23965, -3.19056, 0.28386], [0.62600, 2.37892, -0.59982], [1.88803, -0.36506, 3.20997], [1.36118, 0.99078, 1.29388], [1.52494, -2.56629, -0.32824], [-0.27510, 2.62829, -1.93428]], "forces_ev_per_a": [[-2.2165, 0.5761, 0.2645], [2.1183, -1.2188, -0.5887], [-1.6748, 1.4181, 2.0091], [-1.2022, -1.5670, 1.3915], [-1.9238, 0.5191, -1.0897], [0.0979, -0.7156, -1.1453], [-0.4485, -0.8893, 1.6321], [0.0758, 0.4836, 0.7240], [-2.3322, 0.1660, 0.9798], [0.5298, -0.7324, -2.5743], [2.6240, 0.7250, -1.5976], [-1.4346, 1.3666, 0.4819], [0.9173, -0.1782, -0.5012], [2.6156, -1.6538, -0.1148], [0.4275, 0.4174, 0.2596], [-0.4128, -0.2806, -0.9017], [0.6666, 0.2033, -0.1660], [0.2075, 0.6780, 0.0789], [0.2857, -0.6895, -0.2383], [0.8710, 0.3094, -0.0765], [1.1070, 0.7414, 0.9770], [0.8113, 0.4282, 1.1111], [-0.2363, 0.1270, 0.2436], [-0.7867, -0.2469, 0.0147], [-0.6870, 0.0128, -1.1739]], "smiles": "C=C[N@@+]1(C)C=Cc2ncnc(C)c21", "e_above_lowest_kj_mol": 205.12, "orbital_gap_ha": 0.3286, "charge": 1, "lumo_energy_ev": -4.3725}

=====

(5)
{"formula": "C10H12N3O2", "method": "ωB97M-V with the def2-TZVPD basis set", "species": ["O", "O", "N", "N", "N", "C", "C", "C", "C", "C", "C", "C", "C", "C", "C", "H", "H", "H", "H", "H", "H", "H", "H", "H", "H", "H", "H"], "xyz": [[3.61829, 2.24429, 0.09585], [0.29814, -2.67681, -0.00671], [3.28136, -1.83863, -0.16368], [2.27013, 0.33035, -0.06186], [0.84838, -1.47295, -0.16089], [-0.02927, -0.28779, -0.06980], [0.95092, 0.98174, -0.06771], [-2.36806, 0.20749, 0.75160], [-2.37846, -0.29484, -0.73188], [3.58091, 1.01597, -0.00981], [4.64595, 0.10562, 0.07846], [2.24417, -1.05582, -0.02634], [-1.07811, -0.03395, -1.23611], [4.43226, -1.23773, -0.13302], [-0.92145, -0.41406, 1.16352], [-2.31067, 1.24012, 0.78964], [-0.88112, 0.99035, -1.40055], [0.73197, 1.35759, -1.01850], [-1.16576, -1.45065, 1.40236], [-3.11829, 0.12742, -1.41018], [-3.26296, -0.30139, 1.35072], [-0.80251, -0.58275, -2.11193], [5.40933, -1.84885, -0.35856], [-0.56679, 0.01719, 2.02278], [0.73074, 1.70016, 0.75950], [-2.67537, -1.45370, -0.74863], [5.65430, 0.46144, 0.10169]], "forces_ev_per_a": [[-0.1937, -0.4701, -0.5043], [0.3995, 0.1437, -0.1574], [-0.4315, -1.5616, 0.0661], [2.1884, 1.0098, 0.5650], [3.4403, 1.8119, 0.2283], [0.1019, 0.2939, 0.6944], [-0.0762, -2.7702, 1.3082], [0.1114, -4.4751, -0.0141], [-3.8263, -2.5265, 1.1941], [-2.4503, 0.4010, 1.2963], [0.5522, -0.5098, -0.7013], [-6.0453, -0.2427, -1.3460], [3.7361, -1.1257, 0.4263], [3.0793, -0.0893, -0.3429], [-3.3281, -0.4048, -1.6011], [-0.4133, 2.1894, 0.2712], [-0.6484, 1.3302, -0.7227], [0.4867, 1.4701, -1.1998], [0.5953, -0.1529, -0.3822], [-0.4524, 0.4192, 0.2898], [1.9315, 1.5330, -1.0285], [0.2196, -0.3912, -0.6390], [-2.0080, 0.7238, 0.6763], [1.1845, 1.2743, 2.0699], [0.5598, -0.5481, -0.6638], [1.0141, 2.2852, 0.2145], [0.2727, 0.3824, 0.0027]], "smiles": "O=c1ccnc2n1CC1(CCCC1)N2[O-]", "e_above_lowest_kj_mol": 320.44, "orbital_gap_ha": [0.2133, 0.2134], "charge": -1, "lumo_energy_ev": [3.3754, 3.3754]}

=====

(6)
{"formula": "C10H12N4O4Sn", "method": "ωB97M-V with the def2-TZVPD basis set", "species": ["Sn", "O", "O", "O", "O", "N", "N", "N", "N", "C", "C", "C", "C", "C", "C", "C", "C", "C", "C", "H", "H", "H", "H", "H", "H", "H", "H", "H", "H", "H", "H"], "xyz": [[0.00278, -0.75563, -2.42752], [-0.00851, -2.97336, -5.20674], [-2.85988, -2.68852, -1.42703], [2.82400, -2.73829, -1.40463], [0.02442, 2.45563, -4.12988], [-0.32351, 1.99208, 1.01600], [-1.02237, -0.11104, 2.06280], [0.00062, -0.15476, -0.20250], [1.35830, 0.39487, 1.80674], [-1.02736, -0.76868, 0.72956], [0.32628, -0.24198, 2.65709], [1.88976, -2.13165, -1.70792], [0.00035, 1.41791, -3.63066], [-1.32695, 1.33251, 1.87586], [-0.00648, -2.22321, -4.34517], [1.01724, 1.82695, 1.62280], [-0.31599, 1.31694, -0.31369], [-1.92691, -2.08243, -1.72585], [1.34323, -0.29000, 0.48570], [-2.02993, -0.64431, 0.31930], [1.57904, -1.34033, 0.67726], [2.11818, 0.17852, -0.12617], [-1.31682, 1.46374, -0.73514], [0.44417, 1.84000, -0.90291], [-2.30686, 1.40171, 1.38017], [1.00709, 2.31866, 2.60772], [-1.31153, 1.82445, 2.86034], [-0.80244, -1.83049, 0.88455], [0.56570, -1.31308, 2.72772], [1.75658, 2.26642, 0.93571], [0.32780, 0.25734, 3.63652]], "forces_ev_per_a": [[0.1290, 1.1215, 1.5602], [0.0207, 2.4335, 2.4913], [3.6513, 2.5280, -1.2716], [-3.8135, 2.6519, -1.3573], [-0.0590, -3.7895, 1.8464], [0.1884, -1.0393, -0.8406], [0.3597, 0.0110, -1.1680], [-0.0565, -0.2906, 0.8916], [-0.5864, -0.3268, -1.0273], [0.1356, 0.7349, 1.7432], [-0.0302, 0.0876, -0.3604], [4.7013, -3.7655, 1.6410], [0.0099, 6.4750, -3.3378], [0.2053, -0.3678, -0.1499], [-0.0583, -4.4261, -4.4380], [-0.1812, -0.3497, -0.2031], [-0.0777, 1.1240, 1.8826], [-4.5444, -3.5663, 1.5040], [0.0728, 1.1081, 1.6254], [0.0327, 0.0493, -0.1595], [-0.1982, 0.0416, -0.1927], [-0.0294, -0.0684, -0.1864], [0.1012, -0.2141, -0.2092], [-0.0135, -0.2729, -0.1936], [0.1754, 0.1994, 0.4164], [0.2239, -0.0934, -0.4526], [-0.2555, -0.1615, -0.4078], [0.0490, 0.1317, -0.2142], [-0.0569, 0.3340, 0.3432], [-0.1283, 0.0887, 0.4732], [0.0327, -0.3883, -0.2483]], "orbital_gap_ha": 0.2342, "charge": 2, "lumo_energy_ev": -9.0991}

=====

Values for total energy, eV, ordered as above
-39029.4040, -19680.5581, -37228.5026, -15024.9459, -19128.1866, -30524.9768
Values for largest force on an atom, eV/Å, ordered as above
7.0, 5.0, 3.9, 3.2, 6.2, 7.3